[1]
Density functional theory data (ωB97M-V/def2-TZVPD) for a 11-piece molecular cluster, C20H65N19O11 overall in a non-equilibrium geometry.

The geometry in ORCA input format:
```
! wB97M-V def2-TZVPD RIJCOSX def2/J DEFGRID3
* xyz 0 1
O -5.2071 0.1809 -3.1882
O -6.0286 0.9163 2.1426
O 0.6402 0.1739 3.0145
O -0.8891 4.3197 2.9655
O -0.4092 -3.6516 -0.2402
O 4.8100 -1.9557 -0.0105
O -0.5507 3.6749 -0.6487
O 3.3733 0.3470 -3.7872
O -2.5044 -3.0185 3.0030
O 3.3868 3.4519 0.7521
O -0.5095 -0.0580 -1.5654
N 1.0722 -0.6626 5.0673
N 0.8472 -1.1808 -4.0152
N -0.0500 2.9169 -2.7047
N 2.7518 1.2670 0.5526
N -1.2176 -5.1969 -1.7533
N -3.1467 1.0047 -3.1873
N -0.9357 4.8007 -2.4850
N -3.5034 -0.6931 -1.9968
N 4.9127 1.8990 0.5828
N -1.1018 -3.0699 -2.2804
N 0.5522 4.9438 1.4358
N 1.0947 5.1607 3.5074
N -0.1868 0.9882 0.4422
N -0.2045 -1.0176 0.3929
N -2.8882 -2.2063 0.9896
N 2.5163 -4.6308 1.0553
N -3.5197 2.4743 2.3647
N -4.5408 -3.0641 2.0893
N -0.2743 1.0040 4.7241
C 3.8028 1.6826 -3.4025
C 6.1623 -1.8820 -0.5032
C 0.2195 4.6940 2.6669
C -0.3277 0.0161 -0.3419
C 1.9496 -1.5501 -3.1753
C -6.5661 -0.3484 2.5703
C -0.8833 -3.9477 -1.3100
C 2.6034 -2.4360 1.9998
C -3.6218 2.8252 -0.0006
C -5.0117 1.0171 1.1237
C -4.4491 2.4384 1.2117
C 0.5227 0.1809 4.2308
C 4.3110 -3.2440 0.2716
C 2.7895 -0.3438 -2.7903
C 2.8439 -3.2439 0.7388
C 3.6429 2.2585 0.6695
C 2.8341 -2.5172 -4.0252
C -4.0287 0.1633 -2.8052
C -3.2528 -2.7768 2.1223
C -0.4799 3.7689 -1.8579
H 4.4314 1.6101 -2.5150
H -4.2296 2.7348 -0.9008
H -0.4329 1.0244 5.7214
H 1.0359 5.1229 4.5149
H 2.2761 -2.7724 -0.0633
H -0.0865 4.6616 0.7060
H 4.8707 -3.6935 1.0919
H 2.5777 -5.1297 0.1793
H -3.2233 3.8314 0.1297
H 1.5612 -4.6929 1.3778
H -0.1150 1.9221 0.0644
H -1.9367 -1.8691 1.0206
H 5.1668 0.9296 0.4573
H 0.2758 3.1431 -3.6335
H -1.6279 -5.3734 -2.6592
H -2.7421 2.1828 0.0379
H -6.6898 -1.0312 1.7298
H -1.1503 -5.9517 -1.0856
H -0.1021 0.8444 1.4383
H -4.9601 -3.4381 2.9286
H 1.8322 1.5951 0.8111
H -4.1013 -1.3799 -1.5597
H 4.5170 -3.7740 -0.6583
H 2.1528 -3.2018 -4.5304
H 6.7234 -1.5367 0.3652
H 5.5966 2.6039 0.8181
H 1.3774 5.4600 1.1662
H 3.5935 -2.9813 -3.3958
H -0.2006 -1.9472 -0.0020
H -3.1811 3.4184 2.4841
H 6.3097 -1.1919 -1.3340
H -0.6312 -2.1785 -2.2169
H 3.1738 -2.9816 2.7514
H 3.6333 -0.7732 -2.2502
H -3.4323 1.6709 -3.8906
H -4.2619 0.2279 1.1784
H -1.3835 5.5588 -1.9901
H -5.2581 3.1535 1.3605
H -3.5600 -1.9691 0.2737
H -2.7436 1.8522 2.1891
H 2.3171 0.3458 -2.0906
H 0.1992 -0.7970 1.2920
H 0.3430 -0.4949 -3.4716
H 1.2891 -0.5752 -4.6920
H -5.0318 -3.0345 1.2072
H -5.4566 0.9495 0.1309
H 2.9307 -1.3967 2.0315
H 1.6322 -2.4851 2.4920
H 3.3462 -1.8942 -4.7585
H -0.8181 4.7694 -3.4877
H -1.4428 -3.4741 -3.1409
H 3.0740 0.4177 0.9942
H 6.5497 -2.8741 -0.7351
H -2.1990 0.9049 -2.8528
H -2.6521 -0.3788 -1.5534
H 1.9662 5.4633 3.0963
H 1.7546 -2.1608 -2.2937
H -6.0332 -0.8522 3.3768
H -0.5471 1.7272 4.0740
H 4.3836 2.0075 -4.2658
H 1.6081 -1.4054 4.6417
H 0.9007 -0.4408 6.0376
H -7.6155 -0.1849 2.8157
H 2.9427 2.3222 -3.2043
H 0.1535 1.9874 -2.3660
*
```

## Properties
Structure (SMILES): COC[C@H](C)N.COC[C@H](C)N.COC[C@H](C)N.NC(N)=O.NC(N)=O.NC(N)=O.NC(N)=O.NC(N)=O.NC(N)=O.NC(N)=O.NC(N)=O
Orbital gap (Ha): 0.3087
HOMO level (eV): -8.07
E_LUMO (eV): 0.33
Relative energy (zero: lowest compared OMol25 entry of this formula, charge and spin) (eV): 5.053

***

[2]
Density functional theory data (ωB97M-V/def2-TZVPD) for C5H10O as an isolated structure.

The geometry in ORCA input format:
```
! wB97M-V def2-TZVPD RIJCOSX def2/J DEFGRID3
* xyz 0 1
O 1.4648 -1.4387 1.0705
C -0.4535 0.1480 0.0568
C 1.8925 -0.0672 0.9517
C -0.6164 1.4528 -0.7410
C -1.4477 -0.9110 -0.4147
C 0.9676 -0.2739 -0.1842
H -0.4332 1.2746 -1.8063
H 0.0798 2.2277 -0.4004
H -1.2761 -1.1510 -1.4702
H -1.3368 -1.8316 0.1683
H 2.9629 0.0503 0.7709
H 1.5380 0.4878 1.8226
H -1.6356 1.8374 -0.6277
H -2.4790 -0.5570 -0.3009
H 1.4091 -1.6116 -0.0185
H -0.6365 0.3633 1.1231
*
```

## Properties
Orbital gap (Ha): 0.3623
HOMO level (eV): -8.91
E_LUMO (eV): 0.95
Relative energy (zero: lowest compared OMol25 entry of this formula, charge and spin) (eV): 4.299

***

[3]
Density functional theory data (ωB97M-V/def2-TZVPD) for C13H11F6N3NiO6S4 as an isolated structure.

The geometry in ORCA input format:
```
! wB97M-V def2-TZVPD RIJCOSX def2/J DEFGRID3
* xyz -2 1
Ni -2.4557 2.1407 -0.9286
S 2.4454 0.8750 -1.4354
S -1.7079 0.3597 -3.6618
S 3.7335 -0.2225 0.8043
S -0.9382 -2.0189 -2.0186
F 1.2935 0.2008 1.6953
F 2.6319 -0.7438 3.1166
F 4.8567 1.9825 -1.5962
F 4.3478 0.7333 -3.2846
F 1.7980 -1.8914 1.4784
F 3.4390 2.6822 -3.0725
O 1.6333 0.3203 -2.4759
O 4.6534 -1.3108 0.9942
O -1.3482 -2.3342 1.8025
O 1.9452 1.9563 -0.6445
O -2.3351 1.6726 1.0293
O 4.0985 1.0790 1.2865
N -1.7403 -0.3736 0.1829
N 3.1592 -0.2971 -0.6631
N -1.8876 0.2855 -1.0292
C -2.0217 0.7564 3.6368
C -1.5535 -0.3662 -2.0685
C -1.2545 -1.1612 -4.5494
C -1.5625 -1.0241 5.1667
C -2.6116 3.3432 -2.1890
C 3.8504 1.6044 -2.3922
C -1.5280 -1.4452 2.7883
C -1.9979 0.4672 1.1775
C -0.2695 -1.9426 -3.7010
C -1.8832 0.3106 4.9407
C -1.3869 -1.8921 4.1051
C 2.2673 -0.6920 1.8227
C -1.8517 -0.0961 2.5513
H 0.6932 -1.4388 -3.6548
H -1.4130 -1.8165 0.9452
H -3.4484 3.5723 -2.8707
H -0.1439 -2.9654 -4.0597
H -2.2607 1.7882 3.4133
H -0.8070 -0.8606 -5.4987
H -1.1235 -2.9307 4.2619
H -1.7217 3.8450 -2.6064
H -2.1475 -1.7569 -4.7495
H -1.4374 -1.3897 6.1802
H -2.0093 0.9948 5.7705
*
```

## Properties
Orbital gap (spin up / spin down) (Ha): 0.2006 / 0.2011
HOMO level (spin up / spin down) (eV): -1.13 / -1.15
E_LUMO (spin up / spin down) (eV): 4.33 / 4.33
Relative energy (zero: lowest compared OMol25 entry of this formula, charge and spin) (eV): 0.000